(1)
{
  "formula": "C5H8N",
  "method": "the ωB97M-V functional and the def2-TZVPD basis",
  "elements": ["C", "N", "C", "C", "C", "C", "H", "H", "H", "H", "H", "H", "H", "H"],
  "positions_angstrom": [[0.246, -2.441, -1.320], [0.154, -1.747, -0.444], [-0.035, -0.956, 0.541], [-0.276, 0.627, 0.172], [-1.242, 1.106, -0.546], [0.900, 1.395, 0.788], [0.324, -3.204, -2.077], [0.815, -0.726, 1.233], [-1.002, -1.471, 1.003], [-2.122, 0.588, -0.953], [-1.215, 2.102, -1.019], [0.822, 1.283, 1.818], [0.764, 2.402, 0.409], [1.869, 1.042, 0.396]],
  "lowdin_charge": [0.35, 0.08, -0.13, -0.28, 0.06, -0.04, 0.15, 0.15, 0.22, 0.09, 0.10, 0.07, 0.09, 0.10],
  "e_homo_ev": -14.2523,
  "smiles": "C#[N+]CC(=C)C",
  "homo_lumo_gap_ev": 9.715,
  "total_charge": 1,
  "lumo_ev": -4.54,
  "multiplicity": 1
}

(2)
{
  "formula": "C5H8N",
  "method": "the ωB97M-V functional and the def2-TZVPD basis",
  "elements": ["C", "C", "C", "N", "C", "C", "H", "H", "H", "H", "H", "H", "H", "H"],
  "positions_angstrom": [[2.292, -0.514, -0.209], [1.724, 0.317, 0.599], [0.332, 0.877, 0.530], [-0.422, 1.186, -0.660], [-0.925, 0.257, -0.016], [-2.116, -0.627, 0.046], [3.265, -0.938, 0.027], [1.698, -0.883, -0.963], [2.383, 0.829, 1.304], [0.127, 1.613, 1.294], [-0.504, 1.552, -1.540], [-2.717, -0.330, -0.797], [-2.800, -0.514, 0.994], [-1.682, -1.563, -0.102]],
  "lowdin_charge": [0.06, -0.12, -0.10, 0.28, -0.09, 0.06, 0.10, 0.05, 0.12, 0.15, 0.16, 0.09, 0.17, 0.08],
  "e_homo_ev": -14.6431,
  "smiles": "C=C[C@H]1[NH+]=C1C",
  "homo_lumo_gap_ev": 9.941,
  "total_charge": 1,
  "lumo_ev": -4.70,
  "multiplicity": 1
}

(3)
{
  "formula": "C5H8N",
  "method": "the ωB97M-V functional and the def2-TZVPD basis",
  "elements": ["C", "C", "C", "C", "C", "N", "H", "H", "H", "H", "H", "H", "H", "H"],
  "positions_angstrom": [[1.263, -0.245, -0.583], [1.936, -1.379, -0.634], [0.999, 1.857, -1.200], [-1.557, 0.048, 0.418], [-0.430, 1.086, 0.625], [0.547, 0.894, -0.412], [2.991, -1.346, -0.792], [1.363, -2.314, -0.547], [1.701, 1.594, -1.969], [-2.221, -0.173, 1.303], [-2.247, 0.319, -0.390], [-1.085, -0.947, 0.419], [0.108, 0.982, 1.612], [-1.017, 1.982, 0.423]],
  "lowdin_charge": [0.10, 0.17, 0.30, -0.06, -0.17, -0.22, 0.10, 0.13, 0.07, 0.11, 0.09, 0.07, 0.16, 0.14],
  "e_homo_ev": [-14.3547, -14.3951],
  "homo_lumo_gap_ev": [7.664, 7.726],
  "total_charge": 1,
  "lumo_ev": [-6.69, -6.67],
  "multiplicity": 1
}

(4)
{
  "formula": "C5H8N",
  "method": "the ωB97M-V functional and the def2-TZVPD basis",
  "elements": ["C", "C", "C", "C", "C", "N", "H", "H", "H", "H", "H", "H", "H", "H"],
  "positions_angstrom": [[1.414, -0.987, 0.075], [0.705, 0.255, -0.438], [0.580, 1.634, 0.126], [-0.617, 0.718, 0.096], [-1.740, 0.144, -0.019], [-2.974, -0.270, -0.065], [2.384, -1.266, -0.339], [0.757, -1.796, -0.409], [1.212, -1.128, 1.161], [0.894, 0.391, -1.555], [0.828, 1.876, 1.100], [0.446, 2.530, -0.607], [-3.329, -0.916, 0.625], [-3.495, -0.109, -0.836]],
  "lowdin_charge": [-0.03, -0.26, 0.03, -0.08, 0.09, 0.25, 0.09, 0.11, 0.10, 0.18, 0.10, 0.18, 0.16, 0.10],
  "e_homo_ev": -15.4460,
  "smiles": "C[C@@H]1CC1=C=[NH2+]",
  "homo_lumo_gap_ev": 10.835,
  "total_charge": 1,
  "lumo_ev": -4.61,
  "multiplicity": 1
}

(5)
{
  "formula": "C5H8N",
  "method": "the ωB97M-V functional and the def2-TZVPD basis",
  "elements": ["C", "C", "C", "C", "C", "N", "H", "H", "H", "H", "H", "H", "H", "H"],
  "positions_angstrom": [[0.722, -0.874, -1.852], [0.932, -1.046, -3.002], [-0.139, 0.662, -0.192], [-1.481, 1.245, -0.213], [1.343, -1.259, 0.440], [0.261, -0.625, -0.428], [0.842, 1.189, 0.084], [-1.588, 2.261, -0.662], [-1.698, 1.437, 0.792], [-2.128, 0.809, -0.899], [1.271, -2.363, 0.663], [2.185, -1.087, -0.100], [1.452, -0.868, 1.464], [-0.498, -1.206, -0.221]],
  "lowdin_charge": [-0.09, 0.32, -0.08, -0.02, 0.05, -0.12, 0.17, 0.12, 0.08, 0.08, 0.14, 0.06, 0.12, 0.16],
  "e_homo_ev": [-16.4383, -13.6380],
  "homo_lumo_gap_ev": [11.257, 6.008],
  "total_charge": 1,
  "lumo_ev": [-5.18, -7.63],
  "multiplicity": 1
}

(6)
{
  "formula": "C5H8N",
  "method": "the ωB97M-V functional and the def2-TZVPD basis",
  "elements": ["C", "C", "C", "C", "C", "N", "H", "H", "H", "H", "H", "H", "H", "H"],
  "positions_angstrom": [[-1.714, 0.039, 0.612], [-0.940, -1.016, 0.395], [-0.149, 0.728, -1.250], [-0.608, 1.011, 0.146], [0.277, -0.241, -0.036], [1.639, -0.541, 0.336], [-2.766, 0.239, 0.686], [-1.341, -2.084, 0.292], [-0.686, 0.219, -2.145], [0.560, 1.527, -1.449], [-0.058, 2.150, 0.994], [1.991, -1.306, -0.304], [1.640, -0.978, 1.252], [2.156, 0.251, 0.470]],
  "lowdin_charge": [0.00, -0.04, 0.00, -0.19, -0.38, 0.28, 0.11, 0.14, 0.16, 0.10, 0.27, 0.22, 0.18, 0.14],
  "e_homo_ev": -13.6573,
  "homo_lumo_gap_ev": 9.813,
  "total_charge": 1,
  "lumo_ev": -3.84,
  "multiplicity": 1
}

(7)
{
  "formula": "C5H8N",
  "method": "the ωB97M-V functional and the def2-TZVPD basis",
  "elements": ["C", "C", "C", "C", "C", "N", "H", "H", "H", "H", "H", "H", "H", "H"],
  "positions_angstrom": [[-2.556, 0.545, 0.258], [-1.455, -0.601, -0.073], [0.624, 0.347, -0.292], [-1.923, 0.414, -0.979], [2.056, 0.228, -0.385], [-0.100, -0.669, -0.034], [-3.309, 0.135, 0.802], [-2.423, 1.465, 0.677], [-2.148, -1.459, 0.155], [0.104, 1.287, -0.135], [2.459, -0.382, 0.434], [2.607, 1.291, -0.435], [2.346, -0.121, -1.390], [0.327, -1.622, -0.084]],
  "lowdin_charge": [-0.02, -0.24, -0.08, 0.14, -0.02, 0.11, 0.08, 0.09, 0.18, 0.16, 0.11, 0.16, 0.11, 0.22],
  "e_homo_ev": [-11.9698, -15.8175],
  "s2": 2.013,
  "homo_lumo_gap_ev": [6.838, 9.282],
  "total_charge": 1,
  "lumo_ev": [-5.13, -6.54],
  "multiplicity": 3
}

(8)
{
  "formula": "C5H8N2",
  "method": "the ωB97M-V functional and the def2-TZVPD basis",
  "elements": ["C", "C", "C", "C", "N", "C", "N", "H", "H", "H", "H", "H", "H", "H", "H"],
  "positions_angstrom": [[0.754, -2.068, 0.236], [0.270, -1.072, -0.859], [-0.235, 0.196, -0.269], [0.505, 1.148, 0.401], [-0.350, 2.187, 0.652], [-1.543, 1.848, 0.076], [-1.529, 0.655, -0.428], [1.561, -1.607, 0.805], [-0.139, -2.424, 0.750], [1.189, -2.993, -0.156], [-0.599, -1.545, -1.323], [1.071, -1.048, -1.596], [1.538, 1.077, 0.693], [-0.099, 3.152, 0.789], [-2.394, 2.494, 0.229]],
  "lowdin_charge": [-0.11, -0.20, -0.32, -0.07, 0.04, -0.22, 0.10, 0.06, 0.07, 0.06, 0.10, 0.10, 0.11, 0.14, 0.11],
  "e_homo_ev": -8.5549,
  "smiles": "CCc1c[nH]cn1",
  "homo_lumo_gap_ev": 9.493,
  "lumo_ev": 0.94,
  "multiplicity": 1
}

(9)
{
  "formula": "C5H8N2",
  "method": "the ωB97M-V functional and the def2-TZVPD basis",
  "elements": ["C", "N", "C", "C", "C", "C", "N", "H", "H", "H", "H", "H", "H", "H", "H"],
  "positions_angstrom": [[2.800, -0.750, -0.275], [1.095, 0.054, 0.638], [0.773, 1.293, 0.149], [-0.547, 1.250, -0.179], [-0.972, -0.074, 0.163], [-2.344, -0.658, 0.012], [0.020, -0.778, 0.662], [2.683, -0.144, -1.191], [2.261, -1.687, -0.499], [1.961, -0.190, 1.145], [1.523, 2.069, 0.063], [-1.150, 2.037, -0.611], [-2.682, -0.617, -1.029], [-3.074, -0.106, 0.614], [-2.348, -1.700, 0.337]],
  "lowdin_charge": [0.10, -0.15, -0.10, -0.02, -0.35, -0.04, 0.10, -0.04, -0.04, 0.08, 0.12, 0.10, 0.08, 0.08, 0.08],
  "e_homo_ev": -9.0004,
  "homo_lumo_gap_ev": 9.159,
  "lumo_ev": 0.16,
  "multiplicity": 1
}

(10)
{
  "formula": "C5H8N2",
  "method": "the ωB97M-V functional and the def2-TZVPD basis",
  "elements": ["C", "C", "C", "N", "C", "C", "N", "H", "H", "H", "H", "H", "H", "H", "H"],
  "positions_angstrom": [[-0.262, -0.298, 2.100], [0.590, 0.368, 1.018], [0.718, -0.433, -0.234], [-0.589, -0.293, -0.877], [-0.690, 0.045, -2.294], [-0.596, 1.062, -1.211], [-0.116, 2.005, -0.551], [-0.675, -1.255, 1.747], [-1.103, 0.320, 2.416], [0.317, -0.527, 3.012], [1.464, 0.898, 1.390], [1.547, -0.037, -0.844], [0.847, -1.500, -0.040], [0.196, -0.117, -2.910], [-1.650, -0.239, -2.723]],
  "lowdin_charge": [-0.10, -0.10, -0.24, -0.05, -0.02, -0.46, 0.20, 0.07, 0.07, 0.08, 0.09, 0.12, 0.12, 0.11, 0.10],
  "e_homo_ev": [-8.2746, -8.6781],
  "homo_lumo_gap_ev": [8.186, 8.973],
  "lumo_ev": [-0.09, 0.29],
  "multiplicity": 1
}

(11)
{
  "formula": "C5H8N2",
  "method": "the ωB97M-V functional and the def2-TZVPD basis",
  "elements": ["C", "C", "C", "N", "N", "C", "C", "H", "H", "H", "H", "H", "H", "H", "H"],
  "positions_angstrom": [[-2.253, 0.630, -0.134], [-0.994, -0.109, -0.486], [-0.706, -1.301, 0.217], [0.579, -1.472, 0.432], [1.173, -0.456, -0.229], [2.395, 0.069, 0.350], [0.255, 0.364, -0.821], [-3.178, 0.336, -0.632], [-2.097, 1.706, -0.213], [-2.387, 0.421, 0.936], [-1.454, -1.991, 0.589], [3.054, -0.763, 0.593], [2.161, 0.620, 1.271], [2.875, 0.752, -0.354], [0.614, 1.169, -1.453]],
  "lowdin_charge": [-0.06, -0.27, -0.14, 0.07, -0.23, -0.04, -0.05, 0.07, 0.07, 0.08, 0.11, 0.08, 0.09, 0.08, 0.13],
  "e_homo_ev": -8.7764,
  "smiles": "Cc1cnn(C)c1",
  "homo_lumo_gap_ev": 9.736,
  "lumo_ev": 0.96,
  "multiplicity": 1
}

(12)
{
  "formula": "C5H8N2",
  "method": "the ωB97M-V functional and the def2-TZVPD basis",
  "elements": ["C", "C", "C", "N", "C", "C", "N", "H", "H", "H", "H", "H", "H", "H", "H"],
  "positions_angstrom": [[-0.112, 1.902, 0.252], [-0.245, 0.468, 0.664], [-1.165, -0.469, -0.101], [-0.219, -1.577, 0.359], [0.866, -0.514, 0.349], [1.446, -0.478, -1.034], [1.907, -0.243, -2.077], [0.156, 2.051, -0.814], [-1.053, 2.435, 0.431], [0.652, 2.409, 0.856], [-0.428, -1.740, 1.345], [-1.106, -0.491, -1.213], [-2.204, -0.638, 0.205], [-0.108, -2.441, -0.177], [1.687, -0.712, 1.049]],
  "lowdin_charge": [-0.14, -0.33, -0.15, 0.06, -0.28, -0.19, 0.15, 0.07, 0.07, 0.07, 0.16, 0.12, 0.11, 0.17, 0.14],
  "e_homo_ev": -6.6828,
  "homo_lumo_gap_ev": 6.952,
  "lumo_ev": 0.27,
  "multiplicity": 1
}

(13)
{
  "formula": "C5H8N2",
  "method": "the ωB97M-V functional and the def2-TZVPD basis",
  "elements": ["C", "C", "C", "C", "N", "C", "N", "H", "H", "H", "H", "H", "H", "H", "H"],
  "positions_angstrom": [[0.235, 2.402, 0.604], [0.263, 1.021, 0.030], [0.889, 0.488, -1.122], [0.517, -0.841, -1.138], [-0.278, -1.033, -0.057], [-0.900, -2.218, 0.488], [-0.431, 0.085, 0.660], [-0.445, 3.053, 0.044], [1.222, 2.871, 0.624], [-0.140, 2.327, 1.628], [1.517, 1.000, -1.841], [0.755, -1.639, -1.830], [-0.922, -3.026, -0.245], [-1.920, -1.950, 0.773], [-0.362, -2.540, 1.384]],
  "lowdin_charge": [-0.05, -0.37, -0.04, -0.08, -0.22, -0.03, 0.10, 0.07, 0.07, 0.07, 0.10, 0.12, 0.09, 0.09, 0.09],
  "e_homo_ev": -8.9418,
  "smiles": "Cc1ccn(C)n1",
  "homo_lumo_gap_ev": 9.990,
  "lumo_ev": 1.05,
  "multiplicity": 1
}

(14)
{
  "formula": "C5H8N2",
  "method": "the ωB97M-V functional and the def2-TZVPD basis",
  "elements": ["C", "C", "C", "C", "N", "N", "C", "H", "H", "H", "H", "H", "H", "H", "H"],
  "positions_angstrom": [[-1.776, 0.313, 0.314], [-0.498, -0.149, -0.341], [0.769, 0.697, -0.376], [0.134, 1.875, -0.922], [-0.561, 2.201, -1.801], [0.534, -0.228, 0.699], [1.517, -1.296, 0.833], [-1.588, 1.028, 1.120], [-2.466, 0.737, -0.415], [-2.239, -0.574, 0.765], [-0.666, -0.225, -1.462], [1.539, 0.343, -1.069], [1.847, -1.688, -0.138], [1.066, -2.107, 1.411], [2.390, -0.928, 1.383]],
  "lowdin_charge": [-0.07, -0.31, -0.25, -0.20, 0.14, -0.06, -0.07, 0.09, 0.07, 0.08, 0.17, 0.14, 0.09, 0.09, 0.09],
  "e_homo_ev": -9.1149,
  "smiles": "C[C@H]1[C@@H](C#N)N1C",
  "homo_lumo_gap_ev": 9.944,
  "lumo_ev": 0.83,
  "multiplicity": 1
}

(15)
{
  "formula": "C5H8N2",
  "method": "the ωB97M-V functional and the def2-TZVPD basis",
  "elements": ["C", "C", "C", "N", "C", "C", "N", "H", "H", "H", "H", "H", "H", "H", "H"],
  "positions_angstrom": [[1.119, -0.432, -1.970], [0.673, -1.027, -0.673], [1.103, -0.135, 0.435], [-0.184, 0.596, 0.356], [-1.122, 0.200, 1.402], [-2.441, 0.794, 1.144], [-3.481, 1.249, 0.925], [1.425, 0.629, -1.963], [0.448, -0.631, -2.811], [2.032, -1.025, -2.161], [-0.633, 0.460, -0.551], [1.186, -0.621, 1.412], [1.948, 0.553, 0.284], [-1.235, -0.890, 1.485], [-0.749, 0.585, 2.357]],
  "lowdin_charge": [-0.17, -0.03, -0.29, -0.06, -0.22, -0.20, 0.15, 0.08, 0.07, 0.10, 0.10, 0.10, 0.11, 0.13, 0.13],
  "e_homo_ev": -8.7946,
  "homo_lumo_gap_ev": 9.079,
  "lumo_ev": 0.28,
  "multiplicity": 1
}

(16)
{
  "formula": "C5H8N2",
  "method": "the ωB97M-V functional and the def2-TZVPD basis",
  "elements": ["C", "C", "C", "C", "N", "N", "C", "H", "H", "H", "H", "H", "H", "H", "H"],
  "positions_angstrom": [[-2.108, 0.206, -0.037], [-1.001, -0.328, -0.922], [0.227, 0.468, -1.233], [0.644, 1.580, -0.407], [1.157, 2.259, 0.384], [0.227, -0.671, -0.323], [2.072, -0.793, 1.506], [-1.728, 0.961, 0.661], [-2.905, 0.654, -0.640], [-2.527, -0.612, 0.557], [-1.308, -1.058, -1.679], [0.732, 0.416, -2.206], [1.389, -1.241, 0.787], [2.915, -1.340, 1.903], [1.919, 0.245, 1.795]],
  "lowdin_charge": [-0.04, -0.32, -0.24, -0.19, 0.17, 0.14, 0.07, 0.08, 0.08, 0.08, 0.15, 0.15, -0.07, -0.03, -0.03],
  "e_homo_ev": [-10.4686, -8.0370],
  "homo_lumo_gap_ev": [11.135, 6.587],
  "lumo_ev": [0.67, -1.45],
  "multiplicity": 1
}

(17)
{
  "formula": "C5H8N2",
  "method": "the ωB97M-V functional and the def2-TZVPD basis",
  "elements": ["C", "C", "C", "C", "C", "N", "N", "H", "H", "H", "H", "H", "H", "H", "H"],
  "positions_angstrom": [[-2.426, -0.314, -0.444], [-0.883, -0.639, -2.218], [-1.107, -0.356, -0.899], [0.153, -0.590, 1.434], [0.090, -0.073, -0.047], [-3.517, -0.414, -0.030], [0.483, 1.739, 0.066], [0.113, -0.646, -2.467], [-1.651, -0.832, -2.842], [-0.371, 0.079, 2.035], [-0.402, -1.555, 1.434], [1.131, -0.695, 1.740], [0.979, -0.342, -0.587], [0.798, 1.991, -0.923], [-0.499, 2.055, 0.153]],
  "lowdin_charge": [-0.20, 0.14, -0.30, -0.05, -0.23, 0.17, 0.02, 0.05, 0.05, 0.05, 0.09, 0.04, 0.10, 0.05, 0.02],
  "e_homo_ev": -9.6753,
  "homo_lumo_gap_ev": 9.566,
  "lumo_ev": -0.11,
  "multiplicity": 1
}